Entry from OMol25: a structure of composition C23H43AlN2O2P3 in a non-equilibrium geometry (wB97M-V/def2-TZVPD).

Geometry as XYZ:
```
74
Properties=species:S:1:pos:R:3:forces:R:3:lowdin_charge:R:1
Al 0.86752 -0.61925 0.84542 -0.661 3.900 -5.690 0.094
P -1.37101 -0.57260 -0.51821 -0.935 0.230 0.140 0.836
P 0.73142 -2.08285 3.02195 3.973 -0.356 3.246 0.916
P 1.25949 -2.58639 -0.76554 1.041 -0.235 -0.218 0.827
H 3.22385 2.42404 -1.65226 -0.014 0.129 -1.228 0.059
C 2.97454 2.18882 -2.71974 -2.551 -0.145 1.287 -0.067
C 1.67845 2.30565 -3.13404 1.861 -0.846 0.192 -0.065
H 0.88077 2.67432 -2.48695 0.297 0.216 -0.225 0.029
C -2.28006 1.01505 -0.52048 0.215 0.191 0.178 -0.216
C -2.62814 -1.69907 0.20441 0.223 -0.036 0.041 -0.226
C -1.41968 -0.95071 -2.30538 0.388 -0.044 -0.091 -0.223
C 1.52782 -0.81614 4.10576 -0.746 -0.612 -0.090 -0.119
C -0.79959 -2.61454 3.61728 -2.334 0.168 -0.247 -0.137
C 1.77602 -3.52597 2.81523 -0.127 -0.195 0.051 -0.147
C 1.58736 -1.91684 -2.44121 -0.121 0.316 0.117 -0.200
C 0.06420 -3.93874 -1.09026 -0.011 0.045 0.457 -0.213
C 2.82892 -3.50064 -0.54891 -0.190 0.229 0.373 -0.213
H 3.70950 1.64741 -3.28544 0.317 0.290 -0.402 0.054
H 1.40001 1.93051 -4.12687 0.007 0.400 0.363 0.058
H -1.61862 1.84160 -0.79866 -0.125 -0.126 -0.048 0.053
H -2.71803 1.23446 0.45954 0.091 -0.086 -0.175 0.057
H -3.08001 0.93446 -1.26669 0.123 0.064 0.242 0.074
H -2.83929 -1.40446 1.24213 -0.050 -0.021 -0.268 0.049
H -2.27663 -2.73831 0.19281 -0.172 0.185 -0.069 0.034
H -3.54868 -1.61594 -0.39026 0.187 -0.102 0.229 0.081
H -0.62009 -0.39883 -2.81272 -0.279 -0.039 0.030 0.054
H -2.38426 -0.61828 -2.70159 0.106 -0.097 0.139 0.079
H -1.29890 -2.01713 -2.51115 -0.148 0.350 0.014 0.030
H 2.60582 -0.96187 4.10976 -0.210 -0.281 0.231 0.059
H 1.09115 -1.00403 5.07340 0.131 0.276 0.680 0.081
H 1.32393 0.21335 3.76963 -0.043 -0.519 0.128 0.074
H -0.53994 -3.40209 4.34709 0.151 0.168 -0.207 0.122
H -1.43817 -3.05754 2.84241 0.020 0.009 0.240 0.089
H -1.33442 -1.81002 4.14197 0.070 -0.272 -0.203 0.093
H 1.73119 -3.99470 3.80284 0.250 -0.292 -0.100 0.093
H 2.81724 -3.29247 2.54100 -0.393 0.151 0.137 0.090
H 1.33833 -4.20730 2.06829 0.067 0.143 0.301 0.078
H 2.39330 -2.53414 -2.84633 -0.111 0.275 -0.090 0.069
H 1.90059 -0.86600 -2.40543 -0.027 -0.204 -0.114 0.046
H 0.70465 -2.02743 -3.07148 0.303 0.060 0.033 0.039
H 0.66569 -4.77749 -1.46382 -0.289 0.092 0.050 0.078
H -0.67038 -3.65305 -1.84592 0.135 -0.197 0.212 0.040
H -0.45673 -4.23832 -0.16915 0.129 -0.109 -0.341 0.044
H 3.04180 -3.89354 -1.54452 0.213 -0.286 0.290 0.065
H 2.71724 -4.30582 0.17850 0.167 -0.036 -0.135 0.048
H 3.62237 -2.80919 -0.24215 -0.071 -0.183 -0.078 0.044
C 3.57491 -0.19126 0.80767 3.201 0.250 -1.907 -0.348
C 4.26236 -0.58810 1.99474 -0.640 0.215 -1.532 -0.020
C 5.61707 -0.99142 1.87952 0.162 0.009 0.115 -0.044
C 6.24875 -1.08050 0.63401 0.032 -0.396 0.728 -0.066
C 5.54781 -0.75554 -0.50179 -1.117 0.926 -1.422 -0.061
C 4.28757 -0.15321 -0.42243 -0.211 -1.146 1.396 -0.022
O 2.34579 0.33733 0.57248 -2.233 -1.507 2.140 -0.149
H 1.33366 -1.43548 1.98304 0.213 -0.964 0.289 -0.070
H 3.73681 -0.49615 2.92901 0.482 0.063 0.171 0.060
H 6.23381 -1.23655 2.75919 -0.672 0.179 -0.308 0.126
H 7.28913 -1.39742 0.51502 -0.447 -0.039 0.377 0.130
H 5.93741 -0.95126 -1.49714 0.406 0.325 0.196 0.124
H 3.66368 0.30525 -1.20105 0.912 -0.581 -0.211 0.081
N -1.77413 5.66671 1.91960 -0.240 0.004 -0.276 0.198
C -2.06822 4.57585 2.66750 -1.437 1.119 1.180 -0.466
O -2.91487 4.56090 3.56221 1.366 -0.436 -1.293 0.109
C -1.23885 3.37815 2.35857 0.737 -0.324 -0.699 -0.073
C -0.15852 3.43208 1.46388 -0.643 -0.779 0.705 0.060
C 0.47942 2.24807 1.12782 0.790 0.613 -0.786 -0.048
N 0.15293 1.04535 1.66118 -0.208 0.185 1.233 -0.034
C -0.76021 1.04802 2.65856 -0.962 0.577 -0.037 -0.108
C -1.52797 2.16401 2.96054 0.493 -0.539 -0.039 0.053
H -2.38219 6.46964 2.03746 0.150 -0.077 0.030 0.145
H -1.27821 5.60027 1.03674 -0.335 0.188 0.452 0.105
H 0.15465 4.37764 1.04918 0.317 -0.210 -0.130 0.130
H 1.32389 2.31964 0.41004 -0.788 -0.578 0.534 0.144
H -0.92226 0.14986 3.27643 0.021 0.255 -0.759 0.097
H -2.34366 2.09459 3.65125 -0.206 0.102 0.472 0.140
```
Forces are in eV/Å.

Computed properties:
strongest force on any atom: 0.135 Eh/bohr
energy above the lowest of the compared OMol25 structures with the same formula, charge and spin: 2.142 eV
net charge: +3
orbital gap: 0.185 Ha
electronic energy: -2427.6647 Ha

Entry from OMol25: a cluster of 2 separate species, C23H43BF3N6O4 in total in a non-equilibrium geometry (wB97M-V/def2-TZVPD).

Geometry as XYZ:
```
80
Properties=species:S:1:pos:R:3:forces:R:3:lowdin_charge:R:1
C -3.37890 -0.59159 -0.32439 -0.256 0.549 -0.636 -0.072
C -2.42546 0.71351 -0.39873 0.188 -0.506 -1.213 -0.123
C -0.98355 0.45284 0.21168 -1.631 0.365 2.333 -0.367
O -1.29214 0.30998 1.65397 0.279 0.447 -0.489 -0.035
C 0.15094 1.59246 0.25180 0.647 -0.001 1.121 -0.047
C -0.08742 3.03495 -0.32988 -0.316 2.313 -0.580 -0.354
F -1.32486 3.55149 0.15286 2.701 -1.528 -1.017 0.084
F 0.88446 3.97605 0.12179 -1.946 -2.384 -0.916 0.073
F -0.11034 3.14680 -1.72518 0.044 -0.575 2.773 0.100
N 1.36756 0.79930 -0.14521 0.181 -1.408 1.117 0.020
C 2.65830 1.46092 -0.28737 2.071 1.786 0.647 -0.153
C 3.87102 0.66344 -0.92307 0.697 -0.090 -0.718 -0.155
C 3.60918 -0.01377 -2.34905 0.727 -0.471 -0.129 -0.185
C 4.32001 0.73400 -3.58386 -0.633 -0.820 -0.927 -0.194
C 5.90498 0.87146 -3.44198 0.360 0.239 0.739 -0.163
C 6.44230 2.36401 -3.23356 1.261 0.371 -0.040 -0.222
O 5.43445 3.32557 -2.84314 0.737 -0.238 0.578 -0.258
C 5.83920 4.11884 -1.70957 -0.909 0.268 0.742 -0.127
C 1.09512 -0.46469 0.45398 -2.094 -0.038 -2.202 -0.123
N 1.64495 -1.28392 1.32746 1.166 2.278 -1.333 0.117
C 2.96651 -0.90193 1.91369 1.061 -0.786 1.709 0.012
B 1.04138 -2.58895 1.82977 -2.074 -1.885 2.058 -0.502
N 0.78515 -3.79888 1.01046 -0.294 0.792 1.544 0.140
O 0.68252 -2.62194 3.23134 1.812 1.551 -2.648 0.124
N -0.25387 -0.81113 -0.04043 0.145 0.537 -0.171 0.062
C -0.35210 -1.38519 -1.42553 0.113 0.417 -0.840 -0.208
C -0.21593 -0.40795 -2.56412 -0.387 -2.366 -1.303 -0.003
C -0.35466 -0.89186 -4.00653 -0.779 -3.303 3.749 0.007
C -0.66349 -2.38835 -4.04946 0.678 2.205 2.174 -0.030
C -0.74137 -3.17294 -2.76285 -0.261 -0.146 -0.808 -0.102
N -0.61348 -2.77176 -1.41532 0.478 3.876 -4.738 0.116
H -3.47812 -1.03334 -1.38366 0.369 0.441 1.728 0.087
H -3.01073 -1.37135 0.42390 -0.550 1.175 -1.075 0.086
H -4.42665 -0.22484 -0.04070 1.612 -0.711 -0.192 0.081
H -2.92610 1.57981 0.15795 1.064 -1.208 -0.692 0.124
H -2.31832 1.01639 -1.48936 -0.256 -0.198 1.327 0.113
H -1.67544 1.16947 1.92850 0.107 -0.690 -0.083 0.106
H 0.34655 1.74140 1.37989 -0.758 0.524 -1.697 0.187
H 3.00730 1.87715 0.73441 -0.485 -0.483 -1.459 0.135
H 2.51569 2.40491 -0.93416 -0.066 -1.617 0.875 0.149
H 4.70694 1.44279 -1.08659 -1.388 -1.034 0.432 0.109
H 4.34812 -0.13117 -0.25604 -0.979 1.227 -0.576 0.094
H 2.49954 -0.18032 -2.53029 1.328 0.356 0.102 0.083
H 4.08251 -1.06596 -2.32342 -0.790 1.535 0.021 0.121
H 4.13930 0.04528 -4.49240 0.161 1.045 1.349 0.114
H 3.78113 1.70972 -3.84851 1.038 -1.210 0.608 0.117
H 6.25622 0.26854 -2.52348 -0.633 0.762 -1.374 0.113
H 6.48534 0.43647 -4.33195 -1.133 0.590 1.227 0.120
H 6.95729 2.76066 -4.18398 -0.878 -0.667 1.251 0.132
H 7.25786 2.38028 -2.41883 -1.105 -0.267 -1.212 0.122
H 6.76025 4.76278 -1.88328 -0.961 -1.013 0.101 0.102
H 4.96952 4.83050 -1.47280 1.244 -1.047 -0.450 0.101
H 5.96164 3.42916 -0.79516 0.161 1.070 -1.180 0.091
H 3.81571 -1.40124 1.33929 -1.195 0.906 0.681 0.120
H 2.99703 -1.36729 2.96814 0.006 0.713 -1.608 0.120
H 3.11332 0.21350 2.07299 -0.344 -1.534 -0.630 0.116
H 0.93391 -4.62868 1.62093 -0.052 0.729 -0.442 0.094
H -0.24927 -3.80443 0.87389 0.906 0.032 -0.559 0.085
H 0.95484 -1.76743 3.64786 -0.578 -0.972 -0.101 0.106
H -0.01027 0.68767 -2.34395 -0.283 -1.728 -0.307 0.099
H -0.29052 -0.26749 -4.94854 -0.035 -0.735 1.546 0.113
H -0.83270 -2.90605 -5.04428 0.261 0.623 1.589 0.106
H -0.98006 -4.29116 -2.88219 0.441 1.891 0.193 0.120
C -6.49089 -1.31826 4.99017 -0.028 -0.106 0.263 -0.071
C -6.48492 -1.91407 3.58520 -0.035 0.423 0.005 -0.428
C -5.25314 -1.51085 2.74894 -0.153 -0.235 -0.175 -0.206
O -5.29481 -0.18042 2.24050 0.266 -0.178 0.303 -0.221
C -4.91976 0.81731 3.17520 -0.197 0.131 -0.286 -0.102
N -7.73788 -1.55472 2.90957 0.289 -0.026 -0.266 0.041
H -6.78189 -0.26576 4.99970 0.034 -0.074 -0.092 0.066
H -7.20935 -1.84782 5.62247 0.061 0.065 -0.139 0.081
H -5.50709 -1.40668 5.45967 -0.042 0.019 -0.018 0.078
H -6.45884 -3.00342 3.69774 0.056 0.048 -0.130 0.137
H -5.21840 -2.15969 1.86713 -0.051 0.123 -0.026 0.117
H -4.31930 -1.68472 3.29813 -0.004 0.117 0.118 0.119
H -4.13533 0.47196 3.85469 -0.067 -0.077 0.054 0.091
H -5.79190 1.15321 3.73779 0.141 0.047 0.200 0.078
H -4.54058 1.67758 2.61678 -0.023 -0.072 -0.057 0.081
H -7.77788 -2.03926 2.01470 -0.127 -0.057 0.131 0.073
H -7.67032 -0.57090 2.64789 -0.113 -0.104 0.146 0.071
```
Forces are in eV/Å.

Computed properties:
strongest force on any atom: 0.119 Eh/bohr
net charge: +1
orbital gap: 0.267 Ha
electronic energy: -1855.7553 Ha

Entry from OMol25: a structure of composition C23H43BiN2OP3Se in a non-equilibrium geometry (wB97M-V/def2-TZVPD).

Geometry as XYZ:
```
74
Properties=species:S:1:pos:R:3:forces:R:3:lowdin_charge:R:1
Bi 0.18025 -2.00965 -0.65239 0.622 3.645 3.634 1.589
P 0.55729 1.90465 1.78224 -0.079 0.954 0.380 0.798
P -2.42611 0.55859 0.07558 -2.399 0.021 -0.540 0.806
P 2.70303 -0.19171 -0.38765 1.654 -0.358 -0.912 0.728
H -1.22061 -2.82253 -4.47015 0.288 -0.421 0.133 0.090
C -0.40555 -3.38902 -3.99929 0.559 0.713 1.921 0.167
C -0.13690 -3.12503 -2.62206 -2.043 -1.665 -3.729 -0.422
H -1.21464 -2.88243 -2.24811 1.376 -0.549 -0.269 0.053
C 0.47087 3.62682 1.06650 0.208 -0.537 0.257 -0.270
C -0.79687 1.96933 3.06263 0.417 -0.250 -0.109 -0.264
C 2.08574 1.99821 2.84140 -0.299 -0.201 0.012 -0.274
C -3.48573 -0.21297 -1.22509 0.646 -0.705 -0.445 -0.300
C -3.66450 0.42686 1.42920 0.727 -1.058 1.444 -0.250
C -2.88630 2.30967 -0.34770 1.218 0.621 -0.222 -0.263
C 3.50443 -1.05199 -1.81694 -0.611 -0.275 -0.047 -0.287
C 3.87977 -0.68380 0.92335 -0.639 -0.424 0.650 -0.239
C 3.39533 1.48136 -0.78821 -1.080 0.793 -0.131 -0.227
H 0.08659 -4.17718 -4.60005 0.033 0.661 0.431 0.124
H 0.53462 -3.86181 -2.12550 -0.711 -0.063 -0.362 0.038
H 0.63082 4.39885 1.84149 -0.051 -0.341 -0.395 0.069
H -0.50377 3.77108 0.58816 0.189 0.029 0.119 0.017
H 1.23885 3.68823 0.28648 -0.108 0.254 0.169 0.023
H -0.50651 2.56746 3.94187 -0.128 -0.007 -0.451 0.068
H -0.97033 0.94870 3.41091 -0.129 0.012 0.028 0.011
H -1.72708 2.35082 2.61861 0.374 -0.003 0.195 0.019
H 2.06134 2.84737 3.54200 -0.017 -0.193 -0.328 0.067
H 2.97209 2.06821 2.20060 -0.148 0.126 0.225 0.013
H 2.16023 1.07186 3.43042 0.008 0.357 -0.160 0.015
H -4.43918 0.33617 -1.30643 0.482 -0.235 -0.044 0.066
H -3.70412 -1.26223 -0.96348 0.029 0.342 -0.035 0.052
H -2.93549 -0.20042 -2.18304 -0.432 0.102 0.215 0.021
H -4.67123 0.56253 0.98078 0.638 -0.245 0.233 0.081
H -3.49556 1.20620 2.18749 -0.080 -0.169 -0.364 0.044
H -3.55952 -0.54796 1.98968 -0.524 0.826 -0.677 0.032
H -3.97558 2.33313 -0.55563 0.646 -0.215 0.203 0.080
H -2.32944 2.64857 -1.23089 -0.392 -0.010 0.180 -0.004
H -2.64967 3.00679 0.47146 -0.162 -0.350 -0.213 0.043
H 4.51690 -0.62664 -1.92558 -0.449 -0.406 -0.146 0.066
H 2.90523 -0.90774 -2.73188 0.388 0.114 0.172 0.048
H 3.55621 -2.13354 -1.62347 0.168 0.227 -0.040 0.053
H 4.87203 -0.83369 0.44866 -0.595 0.080 0.337 0.086
H 3.50721 -1.60945 1.38819 0.493 0.084 -0.154 0.045
H 3.92285 0.07315 1.72075 0.066 -0.192 -0.386 0.044
H 4.41832 1.30476 -1.16872 -0.499 -0.005 0.260 0.078
H 3.42513 2.15547 0.07863 -0.022 -0.372 -0.162 0.043
H 2.77692 1.98051 -1.55673 0.521 -0.273 0.260 0.015
C 0.17216 1.17469 -4.15983 0.408 0.309 -0.539 -0.524
C -0.45120 0.04610 -4.72224 1.019 -0.410 0.388 -0.139
C 0.06212 -0.53498 -5.90843 0.411 0.753 0.526 -0.072
C 1.04137 0.19470 -6.61654 0.024 0.002 -0.267 -0.049
C 1.53387 1.43368 -6.14237 -0.281 -0.231 -0.071 -0.041
C 1.14114 1.89471 -4.87891 -0.192 -0.301 0.120 -0.125
Se 0.06727 1.65697 -2.24028 -0.757 -0.291 -1.372 0.840
H 0.96874 0.55503 -2.02616 0.378 -0.317 0.354 -0.275
H -1.20192 -0.45859 -4.12438 -0.129 -0.062 -0.093 0.066
H -0.20383 -1.57137 -6.21882 -0.143 1.178 -0.029 0.108
H 1.41496 -0.21101 -7.57583 -0.195 0.336 0.720 0.128
H 2.24030 2.04230 -6.73436 -0.415 -0.615 0.339 0.131
H 1.59450 2.77866 -4.40517 -0.195 -0.424 -0.516 0.107
N -3.26880 -2.91863 5.49113 -0.612 0.648 -2.126 0.199
C -2.93411 -2.38665 4.25597 -1.646 -0.692 1.264 -0.464
O -3.77255 -2.19179 3.38440 0.748 -0.115 0.145 0.043
C -1.50479 -2.02183 4.04931 0.583 -0.166 -1.445 -0.112
C -0.65646 -1.65713 5.08071 1.053 0.240 -0.001 0.012
C 0.66918 -1.31503 4.77578 0.327 0.174 -1.038 -0.004
C 1.07459 -1.35497 3.41497 -0.226 0.126 0.519 -0.151
N 0.25662 -1.66508 2.37529 -0.649 -0.703 0.952 -0.034
C -1.00500 -2.03698 2.71161 0.330 0.466 0.435 -0.115
H -4.22326 -3.27982 5.60462 0.746 0.354 -0.016 0.145
H -2.57162 -3.16784 6.14346 0.479 -0.384 0.646 0.088
H -0.96554 -1.62839 6.12383 -0.158 0.026 -0.264 0.136
H 1.38920 -0.97328 5.55310 -0.665 -0.486 -0.709 0.140
H 2.11083 -1.12270 3.15381 -0.397 -0.041 0.117 0.083
H -1.63506 -2.34633 1.85729 0.001 0.185 0.827 0.086
```
Forces are in eV/Å.

Computed properties:
strongest force on any atom: 0.101 Eh/bohr
energy above the lowest of the compared OMol25 structures with the same formula, charge and spin: 3.770 eV
net charge: +3
orbital gap (alpha / beta): 0.143 / 0.144 Ha
electronic energy: -4725.8366 Ha